The following is a quantum chemistry calculation of 3 unconnected molecules or ions with the total composition C3H9NO4 in a non-equilibrium geometry, from the OMol25 dataset.

Summary:
Orbital gap = 10.12 eV
HOMO = -9.516 eV
Structure (SMILES) = O=CCNC=O.O.O
ΔE to the lowest compared entry with this formula, charge and spin = 1.185 eV

Atoms and positions in Å:
O1 -0.275 -0.182 -2.704
C1 -0.419 -0.626 -1.600
C2 -0.704 0.328 -0.416
N1 -1.540 -0.089 0.654
C3 -1.161 -1.232 1.360
O2 -0.211 -1.892 1.038
H1 -0.467 -1.700 -1.376
H2 0.247 0.677 -0.024
H3 -1.277 1.204 -0.935
H4 -2.202 0.585 1.039
H5 -1.918 -1.367 2.139
O3 0.848 2.863 0.464
H6 1.337 3.231 -0.278
H7 1.094 1.949 0.616
O4 2.109 -0.939 0.133
H8 2.776 -1.030 -0.548
H9 1.762 -1.781 0.440

Atom charges from the natural (NBO) analysis, given in e for atoms 1 to 5: atom 1 (O): -0.519, atom 2 (C): 0.452, atom 3 (C): -0.331, atom 4 (N): -0.628, atom 5 (C): 0.546

---

The following is a quantum chemistry calculation of a single C16H9Cl3IN3O2 molecule in a non-equilibrium geometry, from the OMol25 dataset.

Summary:
Orbital gap = 8.38 eV
HOMO = -9.025 eV
Structure (SMILES) = O=c1c(Cl)c(OCc2ccc(I)nc2)cnn1-c1ccc(Cl)c(Cl)c1

Atoms and positions in Å:
O1 1.053 3.421 -1.116
C1 0.679 2.286 -0.754
C2 1.652 1.383 -0.098
Cl1 3.372 1.799 0.045
C3 1.188 0.227 0.479
O2 2.084 -0.643 1.065
C4 1.581 -1.736 1.817
C5 2.701 -2.202 2.727
C6 3.850 -2.819 2.227
C7 4.817 -3.272 3.155
C8 4.568 -3.019 4.547
I1 6.122 -3.697 5.988
N1 3.478 -2.335 5.008
C9 2.611 -1.940 4.125
C10 -0.246 -0.040 0.371
N2 -1.100 0.726 -0.262
N3 -0.680 1.908 -0.830
C11 -1.673 2.704 -1.448
C12 -1.439 3.397 -2.628
C13 -2.397 4.225 -3.217
C14 -3.683 4.304 -2.655
Cl2 -4.992 5.261 -3.307
C15 -3.925 3.639 -1.467
Cl3 -5.411 4.020 -0.622
C16 -2.949 2.824 -0.841
H1 1.292 -2.513 1.081
H2 0.668 -1.496 2.390
H3 3.964 -2.963 1.157
H4 5.679 -3.822 2.791
H5 1.797 -1.386 4.556
H6 -0.709 -0.868 0.849
H7 -0.494 3.379 -3.159
H8 -2.289 4.857 -4.105
H9 -3.177 2.381 0.123

Atom charges from the natural (NBO) analysis, given in e for atoms 1 to 5: atom 1 (O): -0.599, atom 2 (C): 0.575, atom 3 (C): -0.115, atom 4 (Cl): 0.057, atom 5 (C): 0.275

---

The following is a quantum chemistry calculation of a single C6H10N2O2 molecule in a non-equilibrium geometry, from the OMol25 dataset.

Summary:
Orbital gap (alpha / beta) = 6.87 / 8.93 eV
HOMO (alpha / beta) = -6.996 / -8.919 eV
ΔE to the lowest compared entry with this formula, charge and spin = 6.431 eV

Atoms and positions in Å:
C1 2.371 -1.427 0.505
C2 1.992 0.981 -0.116
C3 2.578 -2.790 0.215
C4 -2.147 0.355 -1.155
C5 -1.829 1.889 0.819
C6 -1.588 0.470 0.276
N1 2.401 -0.291 0.110
N2 -0.163 0.123 0.370
O1 2.756 1.900 -0.404
O2 0.616 1.181 0.066
H1 3.268 -3.282 1.042
H2 2.984 -3.000 -0.856
H3 1.583 -3.369 0.309
H4 -1.542 1.106 -1.762
H5 -2.042 -0.662 -1.603
H6 -3.177 0.593 -1.260
H7 -2.949 1.839 1.032
H8 -1.635 2.584 -0.004
H9 -1.323 2.115 1.644
H10 -2.155 -0.316 0.772

Atom charges from the natural (NBO) analysis, given in e for atoms 1 to 5: atom 1 (C): 0.446, atom 2 (C): 0.824, atom 3 (C): -0.760, atom 4 (C): -0.612, atom 5 (C): -0.601

---

The following is a quantum chemistry calculation of a molecular structure, C44H46BN9O3PTi in a non-equilibrium geometry, from the OMol25 dataset.

Summary:
Orbital gap = 7.28 eV
Net charge = +1
HOMO = -10.215 eV

Atoms and positions in Å:
Ti1 -0.211 -0.139 0.158
C1 2.279 -4.792 0.730
C2 2.001 -3.388 1.153
C3 2.629 -2.607 2.108
C4 1.929 -1.407 2.148
N1 0.938 -1.452 1.247
N2 0.997 -2.676 0.633
B1 -0.194 -3.100 -0.279
N3 -1.491 -2.713 0.493
N4 -1.739 -1.418 0.890
C5 -2.924 -1.450 1.531
C6 -3.436 -2.738 1.517
C7 -2.493 -3.514 0.865
C8 -2.503 -4.985 0.603
C9 -3.549 -0.329 2.269
C10 -2.833 0.343 3.251
C11 -3.460 1.272 4.066
C12 -4.810 1.549 3.896
C13 -5.529 0.895 2.900
C14 -4.903 -0.048 2.096
N5 -0.231 -2.312 -1.617
N6 -0.748 -1.032 -1.658
C15 -0.813 -0.689 -2.950
C16 -0.363 -1.743 -3.738
C17 0.006 -2.744 -2.861
C18 0.532 -4.109 -3.146
C19 -1.375 0.596 -3.407
C20 -0.827 1.237 -4.512
C21 -1.385 2.417 -4.981
C22 -2.496 2.965 -4.349
C23 -3.049 2.324 -3.247
C24 -2.490 1.141 -2.783
C25 2.135 -0.290 3.091
C26 3.389 0.280 3.248
C27 3.569 1.327 4.146
C28 2.500 1.796 4.896
C29 1.247 1.205 4.759
C30 1.073 0.165 3.862
H1 3.239 -5.110 1.131
H2 2.309 -4.886 -0.356
H3 1.512 -5.475 1.100
H4 3.469 -2.886 2.727
H5 -0.156 -4.277 -0.494
H6 -4.353 -3.072 1.981
H7 -3.407 -5.419 1.027
H8 -1.641 -5.476 1.055
H9 -2.486 -5.201 -0.466
H10 -1.782 0.126 3.397
H11 -2.892 1.777 4.839
H12 -5.305 2.264 4.543
H13 -6.582 1.108 2.759
H14 -5.464 -0.570 1.327
H15 -0.316 -1.774 -4.817
H16 0.826 -4.171 -4.191
H17 -0.224 -4.873 -2.952
H18 1.406 -4.334 -2.531
H19 0.051 0.815 -4.991
H20 -0.950 2.913 -5.842
H21 -2.934 3.883 -4.720
H22 -3.927 2.738 -2.764
H23 -2.940 0.604 -1.957
H24 4.222 -0.079 2.655
H25 4.548 1.777 4.256
H26 2.646 2.605 5.601
H27 0.414 1.546 5.364
H28 0.119 -0.332 3.771
C31 3.440 -1.287 -4.288
C32 2.964 0.011 -4.298
C33 2.305 0.543 -3.189
C34 2.111 -0.217 -2.040
C35 2.615 -1.507 -2.034
C36 3.265 -2.043 -3.137
N7 1.448 0.289 -0.873
N8 0.685 1.427 0.978
C37 -0.511 2.124 1.190
C38 -0.720 3.181 2.065
C39 -1.977 3.743 2.088
C40 -3.000 3.213 1.294
C41 -2.735 2.121 0.519
N9 -1.495 1.598 0.429
H29 3.947 -1.699 -5.150
H30 3.104 0.632 -5.177
H31 1.922 1.552 -3.233
H32 2.524 -2.093 -1.123
H33 3.657 -3.056 -3.088
H34 0.105 3.541 2.665
H35 -2.177 4.595 2.727
H36 -3.996 3.630 1.301
H37 -3.498 1.666 -0.094
C42 2.380 3.946 1.224
O1 1.589 3.528 0.118
P1 1.599 1.956 -0.359
O2 3.196 1.963 -0.227
C43 4.089 0.853 -0.131
O3 0.663 2.358 -1.619
C44 0.326 3.629 -2.193
H38 3.386 4.210 0.902
H39 2.457 3.170 1.992
H40 1.896 4.823 1.655
H41 4.514 0.629 -1.104
H42 3.591 -0.035 0.256
H43 4.878 1.159 0.551
H44 0.800 3.692 -3.172
H45 0.634 4.461 -1.576
H46 -0.754 3.631 -2.329

Atom charges from the Mulliken analysis, given in e for atoms 1 to 5: atom 1 (Ti): -2.307, atom 2 (C): -1.494, atom 3 (C): 0.848, atom 4 (C): -1.213, atom 5 (C): -0.108

---

The following is a quantum chemistry calculation of 2 unconnected molecules or ions with the total composition C3H5Cl in a non-equilibrium geometry, from the OMol25 dataset.

Summary:
Orbital gap (alpha / beta) = 10.19 / 7.82 eV
HOMO (alpha / beta) = -10.132 / -9.015 eV
ΔE to the lowest compared entry with this formula, charge and spin = 4.840 eV

Atoms and positions in Å:
C1 0.703 -0.347 -1.514
C2 0.497 0.339 -2.565
C3 -0.347 -0.019 1.571
Cl1 0.766 -0.066 -4.242
H1 1.168 -1.267 -1.508
H2 0.129 1.385 -2.575
H3 -1.036 0.357 0.828
H4 -0.144 -1.096 1.617
H5 0.124 0.647 2.264

Atom charges from the natural (NBO) analysis, given in e for atoms 1 to 5: atom 1 (C): -0.042, atom 2 (C): -0.355, atom 3 (C): -0.490, atom 4 (Cl): -0.016, atom 5 (H): 0.166

---

The following is a quantum chemistry calculation of a molecular structure, C25H20N2O7RhSSi in a non-equilibrium geometry, from the OMol25 dataset.

Summary:
Orbital gap = 6.50 eV
Net charge = -1
HOMO = -5.681 eV
ΔE to the lowest compared entry with this formula, charge and spin = 0.248 eV

Atoms and positions in Å:
Rh1 -1.803 0.187 0.137
O1 -2.436 3.657 2.313
C1 -2.329 2.551 1.822
O2 -2.370 2.231 0.559
C2 -2.242 1.350 2.755
C3 -2.077 1.387 4.123
C4 -2.025 0.177 4.807
C5 -2.185 -1.023 4.122
C6 -2.345 -0.974 2.755
N1 -2.355 0.191 2.124
C7 -2.529 -2.161 1.816
O3 -2.767 -3.252 2.304
O4 -2.472 -1.847 0.555
H1 -1.991 2.345 4.615
H2 -1.859 0.168 5.879
H3 -2.170 -1.986 4.616
N2 -2.410 0.491 -2.023
C8 -1.251 0.970 -2.762
C9 -0.666 2.179 -2.405
C10 0.500 2.592 -3.046
C11 1.066 1.801 -4.038
C12 0.446 0.617 -4.416
C13 -0.713 0.201 -3.778
S1 2.628 2.264 -4.813
O5 3.111 3.389 -4.030
O6 2.275 2.588 -6.186
O7 3.447 1.063 -4.685
H4 -2.842 -0.312 -2.444
H5 -3.080 1.220 -1.834
H6 -1.105 2.771 -1.601
H7 0.994 3.519 -2.775
H8 0.893 0.013 -5.199
H9 -1.188 -0.738 -4.055
C14 1.782 -0.986 4.591
C15 1.077 -1.881 3.793
C16 0.679 -1.507 2.517
C17 0.985 -0.239 2.011
C18 1.673 0.657 2.834
C19 2.074 0.286 4.112
Si1 0.546 0.272 0.265
C20 1.045 -0.965 -1.017
C21 1.978 -0.590 -1.989
C22 2.352 -1.481 -2.988
C23 1.787 -2.750 -3.030
C24 0.844 -3.132 -2.077
C25 0.468 -2.244 -1.081
H10 2.112 -1.282 5.579
H11 0.834 -2.872 4.164
H12 0.130 -2.222 1.906
H13 1.903 1.656 2.470
H14 2.619 0.990 4.731
H15 1.301 1.514 0.014
H16 2.422 0.403 -1.986
H17 3.062 -1.151 -3.740
H18 2.072 -3.444 -3.814
H19 0.395 -4.120 -2.116
H20 -0.290 -2.545 -0.359

Atom charges from the natural (NBO) analysis, given in e for atoms 1 to 5: atom 1 (Rh): 0.748, atom 2 (O): -0.612, atom 3 (C): 0.747, atom 4 (O): -0.741, atom 5 (C): 0.117